# 1
Density functional theory data (ωB97M-V/def2-TZVPD) for a molecular structure, C5H12N2O.

```
20
Properties=species:S:1:pos:R:3:forces:R:3:lowdin_charge:R:1
C 0.417691 -1.831046 -0.716675 -0.05 0.21 0.09 -0.02
C 1.468600 0.075280 0.374832 -0.23 -0.05 -0.11 -0.03
N 0.218231 -0.458198 -0.197181 -0.35 0.20 -0.11 -0.27
C -1.120657 -0.457760 0.823030 0.24 0.16 -0.48 -0.21
C -1.113932 0.282497 1.948000 0.00 -0.02 -0.10 -0.05
H -1.520622 -1.461680 0.850302 0.01 0.00 -0.03 0.11
H 0.642817 -2.489629 0.121995 0.00 0.04 0.00 0.10
H -0.504072 -2.134354 -1.204414 -0.01 0.03 0.01 0.10
H 1.236838 -1.835960 -1.434148 -0.01 0.02 0.03 0.10
H 1.282557 1.028361 0.856496 -0.03 0.02 -0.01 0.08
H 2.212590 0.176878 -0.414903 -0.03 -0.01 0.00 0.10
H 1.815637 -0.627254 1.128481 -0.02 -0.01 -0.02 0.10
H -1.648970 -0.087302 2.811733 0.01 -0.02 -0.05 0.03
H -0.754011 1.301428 1.989060 0.03 0.00 -0.03 0.03
C -0.146388 1.749532 -1.216831 -0.05 -0.17 0.09 -0.07
N -0.455276 0.315766 -1.268336 -0.09 -0.27 0.46 -0.17
O -1.750971 0.123915 -0.732334 0.59 -0.03 0.22 -0.18
H -0.806831 2.201133 -1.953613 0.02 -0.02 0.02 0.09
H 0.886228 1.928140 -1.521884 -0.03 -0.03 0.02 0.08
H -0.359458 2.200252 -0.243610 0.01 -0.04 0.00 0.08
```
Forces are in eV/Å.

Results
Strongest force on any atom ... 0.63 eV Å⁻¹
HOMO level ... -7.43 eV
Energy relative to the best compared isomer or geometry (same formula, charge and spin) ... 6.891 eV
Total charge ... 0
Energy ... -382.24931 Ha
Orbital gap ... 8.165 eV

# 2
Density functional theory data (ωB97M-V/def2-TZVPD) for 2 unconnected molecules or ions with the total composition C5H12N2O at a distorted geometry.

```
20
Properties=species:S:1:pos:R:3:forces:R:3:lowdin_charge:R:1
C -2.143351 -0.749491 -1.524645 0.52 0.12 0.07 -0.16
N -1.299293 0.386405 -1.161420 0.25 -1.47 -0.72 -0.06
C -0.443188 0.168541 0.890273 3.91 -1.19 1.94 -0.52
N -0.653265 1.414800 1.440234 -0.37 0.45 -0.64 0.12
O -0.944406 -0.818585 1.400068 -0.21 0.27 -1.00 0.00
H -1.830724 1.154387 -0.752369 1.52 -0.04 -0.47 0.09
H -1.163795 1.413035 2.313246 0.05 0.06 -0.30 0.11
H -0.014636 2.173016 1.249729 -0.12 -0.30 0.17 0.08
H -3.167337 -0.595897 -1.182321 0.08 0.02 -0.16 0.08
H -1.766435 -1.653213 -1.043689 -0.08 -0.12 0.17 0.07
H -2.109969 -0.921318 -2.601749 -0.32 0.00 -0.06 0.06
C 1.906307 -1.286065 0.640058 -0.33 -0.68 0.00 -0.08
C 1.227896 0.013598 0.318551 -1.44 1.11 0.90 -0.24
C 1.940721 1.065347 -0.112884 -0.90 -0.42 -0.38 0.00
H -0.270455 0.161703 -1.315321 -2.26 1.81 0.35 0.10
H 1.233680 -2.003945 1.118905 -0.10 0.24 -0.08 0.07
H 2.754923 -1.156155 1.321764 -0.13 0.16 -0.21 0.08
H 2.271321 -1.769468 -0.273496 0.04 0.12 0.11 0.08
H 1.471579 2.013425 -0.369922 0.06 -0.05 0.14 0.05
H 3.000429 0.989881 -0.355010 -0.16 -0.08 0.17 0.07
```
Forces are in eV/Å.

Results
Strongest force on any atom ... 4.53 eV Å⁻¹
HOMO level ... -8.57 eV
Energy relative to the best compared isomer or geometry (same formula, charge and spin) ... 3.392 eV
Total charge ... 0
Energy ... -382.37787 Ha
Orbital gap ... 9.502 eV
Structure (SMILES) ... C=C(C)C(N)=O.CN

# 3
Density functional theory data (ωB97M-V/def2-TZVPD) for a single C5H12N2O molecule at a distorted geometry.

```
20
Properties=species:S:1:pos:R:3:forces:R:3:lowdin_charge:R:1
C -0.503472 -0.583698 -0.443582 -0.76 2.34 0.90 -0.26
N 0.913262 -0.338292 -0.219470 0.79 -0.32 -0.25 -0.07
C 1.751394 -1.500841 -0.637383 -1.12 -0.09 2.76 -0.20
C 3.170438 -1.182530 -0.963624 -0.46 1.17 -0.64 -0.27
O 3.651648 -0.093943 -0.774170 0.29 -0.50 0.21 0.05
C -1.454380 0.722481 -0.594367 -0.43 -3.11 -0.33 -0.18
N -2.195278 1.072524 0.712857 0.20 -2.72 -1.73 -0.17
C -1.558125 1.969442 1.663505 -1.20 1.15 0.11 -0.18
H -0.780392 -1.142264 -1.324620 1.23 -0.30 -0.63 0.09
H -1.024371 -1.144270 0.321771 0.08 -0.49 0.80 0.09
H 1.197270 0.134346 0.695148 -0.71 -1.27 -1.88 0.15
H 1.294846 -2.018408 -1.479215 -0.07 0.17 -0.15 0.11
H 1.731101 -2.269229 0.221210 0.36 0.52 -1.17 0.14
H 3.685688 -1.956464 -1.551836 0.37 -0.26 0.23 0.12
H -0.916624 1.487412 -1.196245 -0.59 0.01 1.04 0.11
H -2.123210 0.113844 -1.370801 0.08 2.33 1.75 0.12
H -2.418262 0.094497 1.142508 0.61 2.57 -0.84 0.12
H -1.846919 3.072353 1.328710 1.23 -2.14 0.80 0.11
H -2.099827 1.795881 2.633738 0.64 0.35 -0.77 0.08
H -0.474791 1.767158 1.835866 -0.53 0.60 -0.20 0.06
```
Forces are in eV/Å.

Results
Strongest force on any atom ... 3.23 eV Å⁻¹
HOMO level ... -8.47 eV
Energy relative to the best compared isomer or geometry (same formula, charge and spin) ... 3.949 eV
Total charge ... 0
Energy ... -382.35741 Ha
Orbital gap ... 9.347 eV
Structure (SMILES) ... CNCCNCC=O

# 4
Density functional theory data (ωB97M-V/def2-TZVPD) for a single C5H12N2O molecule at a distorted geometry.

```
20
Properties=species:S:1:pos:R:3:forces:R:3:lowdin_charge:R:1
C -0.122678 1.196366 2.143523 0.53 0.75 0.66 -0.14
N -0.136081 -0.037342 1.411458 0.01 -0.26 0.29 -0.11
C -0.834587 0.348391 -2.353077 0.82 -0.13 -2.20 -0.12
C -1.046965 0.307475 -0.863434 0.06 -0.08 -0.37 -0.20
C 0.188813 0.017257 -0.008801 -0.21 0.03 0.69 -0.28
C 0.969397 -1.260332 -0.367987 0.88 -0.40 0.12 -0.46
N 1.605018 -1.918452 0.685823 -0.44 1.07 -0.40 0.14
O 1.076464 -1.693876 -1.498318 -0.18 0.14 0.15 0.05
H -0.416615 1.082221 3.190108 -0.18 -0.46 -0.14 0.08
H -0.739397 2.018808 1.767887 -0.07 0.01 -0.35 0.07
H 0.912969 1.552057 2.229241 -0.13 0.11 -0.28 0.08
H -0.975775 -0.561664 1.569285 -0.34 -0.19 0.05 0.11
H -0.353310 -0.522410 -2.806060 -0.02 -0.25 0.76 0.06
H -1.709402 0.424430 -3.007618 -0.45 0.38 0.73 0.07
H -0.161520 1.137501 -2.710415 -0.12 0.29 0.47 0.08
H -1.351187 1.304346 -0.536036 -0.49 -0.17 0.09 0.11
H -1.830511 -0.427890 -0.664366 -0.02 0.09 0.32 0.12
H 0.818148 0.914514 -0.075889 0.49 -0.47 -0.45 0.16
H 1.753365 -1.373486 1.529402 -0.21 -0.32 -0.21 0.09
H 2.353852 -2.507923 0.365268 0.05 -0.14 0.05 0.10
```
Forces are in eV/Å.

Results
Strongest force on any atom ... 2.35 eV Å⁻¹
HOMO level ... -8.86 eV
Energy relative to the best compared isomer or geometry (same formula, charge and spin) ... 1.045 eV
Total charge ... 0
Energy ... -382.46411 Ha
Orbital gap ... 9.764 eV
Structure (SMILES) ... CC[C@@H](NC)C(N)=O

# 5
Density functional theory data (ωB97M-V/def2-TZVPD) for a single C5H12N2O molecule.

```
20
Properties=species:S:1:pos:R:3:forces:R:3:lowdin_charge:R:1
C -1.810623 0.292693 1.405031 0.46 -0.11 0.37 -0.08
C -0.327490 -0.130676 1.310042 -0.74 0.64 -0.05 -0.25
N 0.026420 -0.432055 -0.085804 0.32 -0.48 0.64 -0.24
C -0.162123 -1.862828 -0.318437 0.31 0.04 0.15 -0.10
C 1.389090 -0.027511 -0.412827 0.00 -0.06 -0.88 -0.13
C 1.444434 1.324798 -1.112695 -0.32 0.57 0.56 -0.54
N 0.386786 1.587637 -1.915823 -0.45 0.08 -0.34 0.16
O 2.340338 2.126220 -0.931666 0.29 -0.28 -0.10 0.04
H -2.279147 0.032684 2.354832 0.12 -0.22 0.03 0.07
H -2.369320 -0.177778 0.600862 -0.17 0.12 -0.05 0.06
H -1.870880 1.375527 1.356390 -0.19 0.11 -0.43 0.06
H 0.279163 0.707061 1.640538 0.17 0.06 0.08 0.11
H -0.128617 -0.962287 1.996000 0.17 -0.16 -0.20 0.11
H -0.078345 -2.096461 -1.374753 -0.16 0.01 -0.20 0.08
H 0.606891 -2.455594 0.202897 -0.13 -0.02 0.07 0.09
H -1.136190 -2.164052 0.057493 -0.11 -0.07 -0.11 0.08
H 1.771957 -0.756048 -1.135655 0.19 0.10 0.07 0.13
H 2.100346 0.033589 0.408567 -0.08 -0.18 0.30 0.13
H 0.276005 2.530194 -2.249556 0.20 0.03 -0.02 0.11
H -0.458694 1.054888 -1.795437 0.10 -0.19 0.11 0.09
```
Forces are in eV/Å.

Results
Strongest force on any atom ... 0.98 eV Å⁻¹
HOMO level ... -9.06 eV
Energy relative to the best compared isomer or geometry (same formula, charge and spin) ... 0.987 eV
Total charge ... 0
Energy ... -382.46627 Ha
Orbital gap ... 9.973 eV
Structure (SMILES) ... CCN(C)CC(N)=O

# 6
Density functional theory data (ωB97M-V/def2-TZVPD) for 2 unconnected molecules or ions with the total composition C5H12N2O at a distorted geometry.

```
20
Properties=species:S:1:pos:R:3:forces:R:3:lowdin_charge:R:1
C 1.686181 1.320558 -1.420696 -0.17 -0.09 0.09 -0.06
N 1.410542 0.548622 -0.197439 -1.02 -0.53 -0.19 0.00
C 0.632191 -0.923081 -0.469874 -0.96 0.61 0.00 -0.59
N 1.020878 -1.794202 0.547387 0.44 0.18 0.17 0.12
O 0.492563 -1.250851 -1.623589 0.12 0.30 0.21 0.03
H 2.252345 0.367584 0.350160 -0.33 0.25 0.22 0.14
H 0.800128 -2.752930 0.311117 -0.06 0.15 0.09 0.11
H 0.745420 -1.521803 1.480718 -0.12 -0.16 -0.14 0.08
H 2.012032 2.322531 -1.143535 0.11 -0.06 -0.06 0.09
H 0.767368 1.399582 -1.997288 -0.02 -0.09 0.07 0.09
H 2.430098 0.814870 -2.032964 0.01 0.04 0.08 0.09
C -1.599735 -0.108984 1.778911 0.09 0.00 0.10 -0.15
C -1.137750 0.035275 0.349295 0.05 -0.63 -0.66 -0.30
C -2.013657 0.316614 -0.617093 0.25 0.17 0.19 -0.03
H 0.434663 0.807990 0.259254 1.43 -0.03 -0.09 0.12
H -1.048543 0.554754 2.455490 -0.02 -0.04 0.00 0.06
H -1.437721 -1.130602 2.147271 0.02 0.07 -0.05 0.06
H -2.669301 0.104210 1.910402 0.11 0.01 -0.09 0.06
H -1.709137 0.359649 -1.660812 0.02 -0.11 0.02 0.04
H -3.068564 0.530213 -0.426714 0.07 -0.04 0.04 0.05
```
Forces are in eV/Å.

Results
Strongest force on any atom ... 1.43 eV Å⁻¹
HOMO level ... -7.65 eV
Energy relative to the best compared isomer or geometry (same formula, charge and spin) ... 4.455 eV
Total charge ... 0
Energy ... -382.33882 Ha
Orbital gap ... 8.458 eV